1.
Density functional theory data (the ωB97M-V functional and the def2-TZVPD basis) for 2 unconnected molecules or ions with the total composition H2OS2 at a distorted geometry.

The geometry in XYZ format:
```
5
Properties=species:S:1:pos:R:3
O -1.980 0.067 0.262
S 2.327 -0.649 -0.281
S -0.909 -0.834 -0.543
H -1.575 0.999 0.181
H 2.137 0.418 0.381
```

HOMO level (alpha / beta) ... -9.19 / -9.38 eV
HOMO-LUMO gap (alpha / beta) ... 7.45 / 7.14 eV
Total energy ... -23747.104 eV

2.
Density functional theory data (the ωB97M-V functional and the def2-TZVPD basis) for a molecular structure, H2OSn at a distorted geometry.

The geometry in XYZ format:
```
4
Properties=species:S:1:pos:R:3
Sn 1.340 -18.842 13.385
O 2.651 -20.987 15.344
H 2.864 -21.920 15.344
H 3.246 -20.606 14.698
```

HOMO level ... -21.42 eV
HOMO-LUMO gap ... 7.30 eV
Charge ... +2
Total energy ... -7888.195 eV

3.
Density functional theory data (the ωB97M-V functional and the def2-TZVPD basis) for a molecular structure, H2OTl at a distorted geometry.

The geometry in XYZ format:
```
4
Properties=species:S:1:pos:R:3
Tl 1.033 -1.469 2.931
O -0.122 0.358 -0.684
H 0.001 1.155 -1.200
H -0.912 -0.043 -1.047
```

HOMO level ... -29.17 eV
HOMO-LUMO gap ... 3.46 eV
Charge ... +3
Total energy ... -6724.231 eV

4.
Density functional theory data (the ωB97M-V functional and the def2-TZVPD basis) for a molecular structure, H2P2S at a distorted geometry.

The geometry in XYZ format:
```
5
Properties=species:S:1:pos:R:3
P 1.043 0.652 0.621
P -0.843 0.704 -0.520
S 2.236 -0.743 -0.050
H -1.437 -0.015 1.078
H -0.999 -0.599 -1.129
```

HOMO level ... -8.61 eV
HOMO-LUMO gap ... 7.13 eV
Total energy ... -29443.240 eV

Calculated energy relative to the best compared isomer or geometry (same formula, charge and spin) in order - 245.3 181.2 74.9 96.5 kJ/mol